{"formula": "C55H144B4F19N9O21S", "method": "ωB97M-V/def2-TZVPD", "charge": 4, "fmax_ha_per_bohr": 0.07597, "energy_ha": -6649.3125, "orbital_gap_ev": 9.85, "species": ["C", "O", "C", "C", "N", "H", "H", "C", "C", "O", "C", "H", "H", "H", "H", "H", "H", "H", "H", "H", "H", "H", "H", "H", "H", "C", "O", "C", "C", "N", "H", "H", "C", "C", "O", "C", "H", "H", "H", "H", "H", "H", "H", "H", "H", "H", "H", "H", "H", "H", "C", "O", "C", "C", "N", "H", "H", "C", "C", "O", "C", "H", "H", "H", "H", "H", "H", "H", "H", "H", "H", "H", "H", "H", "H", "C", "O", "C", "C", "N", "H", "H", "C", "C", "O", "C", "H", "H", "H", "H", "H", "H", "H", "H", "H", "H", "H", "H", "H", "H", "C", "O", "C", "C", "N", "H", "H", "C", "C", "O", "C", "H", "H", "H", "H", "H", "H", "H", "H", "H", "H", "H", "H", "H", "H", "C", "O", "C", "C", "N", "H", "H", "C", "C", "O", "C", "H", "H", "H", "H", "H", "H", "H", "H", "H", "H", "H", "H", "H", "H", "C", "O", "C", "C", "N", "H", "H", "C", "C", "O", "C", "H", "H", "H", "H", "H", "H", "H", "H", "H", "H", "H", "H", "H", "H", "C", "O", "C", "C", "N", "H", "H", "C", "C", "O", "C", "H", "H", "H", "H", "H", "H", "H", "H", "H", "H", "H", "H", "H", "H", "C", "O", "C", "C", "N", "H", "H", "C", "C", "O", "C", "H", "H", "H", "H", "H", "H", "H", "H", "H", "H", "H", "H", "H", "H", "C", "F", "F", "F", "S", "O", "O", "O", "B", "F", "F", "F", "F", "B", "F", "F", "F", "F", "B", "F", "F", "F", "F", "B", "F", "F", "F", "F"], "coordinates": [[20.6592, 31.6497, 7.1755], [21.2226, 30.8997, 8.2476], [22.1658, 31.6274, 8.9656], [22.1588, 30.8962, 10.3056], [22.2719, 29.4113, 10.1185], [22.2422, 28.8348, 11.0004], [21.4809, 29.1067, 9.5501], [23.4020, 28.8003, 9.3044], [23.2087, 27.2851, 9.3864], [23.2340, 26.8039, 10.7106], [24.2724, 25.8940, 10.9313], [19.8295, 31.0541, 6.8061], [21.4358, 31.8911, 6.4443], [20.2416, 32.6364, 7.5405], [21.7533, 32.6266, 9.1642], [23.1851, 31.7395, 8.5027], [21.2209, 31.0025, 10.7420], [22.9385, 31.2155, 11.0245], [24.3390, 29.1213, 9.7309], [23.3026, 29.1269, 8.2851], [23.8764, 26.7995, 8.6675], [22.1455, 27.1524, 8.9973], [24.2309, 25.5747, 11.9618], [25.1765, 26.4888, 10.8269], [24.1543, 25.0284, 10.2089], [32.6936, 21.0063, 9.6191], [31.9648, 19.8943, 10.0425], [31.0341, 20.1830, 11.0482], [31.3263, 19.2188, 12.1719], [32.7194, 19.5758, 12.7117], [33.2138, 19.6921, 11.8026], [32.5105, 20.4690, 13.1883], [33.4385, 18.6549, 13.5909], [33.5053, 17.2165, 13.0567], [34.0019, 17.2362, 11.7470], [33.5370, 16.1463, 10.9203], [33.5207, 21.2650, 10.3241], [32.0255, 21.8095, 9.4539], [33.1164, 20.8130, 8.6114], [30.0772, 19.8460, 10.6718], [31.0490, 21.2897, 11.2695], [31.4473, 18.1852, 11.7572], [30.5465, 19.3060, 12.9627], [32.9295, 18.6444, 14.5310], [34.4372, 19.0002, 13.7292], [32.5499, 16.7322, 13.0650], [34.0836, 16.6412, 13.8056], [33.6810, 15.1882, 11.4109], [34.1981, 16.1686, 10.0248], [32.5057, 16.2128, 10.6801], [14.5715, 28.3154, 24.6601], [15.1199, 27.2437, 23.8510], [16.1754, 26.5528, 24.4017], [16.5566, 25.5112, 23.2766], [17.1398, 26.3326, 22.1193], [16.7936, 25.9467, 21.1974], [16.7287, 27.2574, 22.2595], [18.6304, 26.4685, 22.0388], [19.2800, 25.3121, 21.3222], [18.4653, 25.2232, 20.1448], [18.7113, 24.2853, 19.1367], [13.9073, 28.9609, 24.0596], [15.3029, 28.9111, 25.1396], [13.9185, 27.8166, 25.3066], [15.8650, 26.0558, 25.3383], [17.0268, 27.2490, 24.5586], [15.6685, 25.1261, 22.9312], [17.2975, 24.7318, 23.5305], [19.0363, 26.6459, 23.0276], [18.8846, 27.4174, 21.5220], [19.2379, 24.3359, 21.8217], [20.3333, 25.4510, 21.0695], [17.9350, 24.3832, 18.3963], [18.7466, 23.2305, 19.4873], [19.6173, 24.5001, 18.6046], [23.1612, 13.3454, 20.6231], [24.4526, 13.6428, 20.2140], [24.9547, 14.7334, 20.8790], [26.3941, 14.9383, 20.5013], [26.6153, 14.7210, 19.0069], [25.8816, 14.0786, 18.6793], [26.4295, 15.6145, 18.5950], [27.9240, 14.1588, 18.5635], [28.3482, 14.7273, 17.2576], [27.3802, 14.3667, 16.3286], [27.7944, 14.5644, 15.0020], [22.4456, 14.1491, 20.4352], [23.0793, 13.0954, 21.7017], [22.9147, 12.4500, 20.0710], [24.9639, 14.6062, 21.9632], [24.4263, 15.6295, 20.6948], [27.0056, 14.1095, 20.9707], [26.8187, 15.8257, 20.8816], [27.8484, 13.0722, 18.5564], [28.6183, 14.3001, 19.3903], [29.3293, 14.4011, 16.9383], [28.3943, 15.8191, 17.2721], [28.7622, 14.0939, 14.8748], [27.8225, 15.6250, 14.6573], [27.0498, 14.1682, 14.2941], [19.7506, 19.1479, 17.1910], [19.6545, 19.5587, 15.7801], [19.7929, 20.9837, 15.6670], [20.0041, 21.3457, 14.2059], [20.9495, 20.3174, 13.5645], [21.8569, 20.8126, 13.5857], [20.8276, 19.5186, 14.2424], [20.6471, 19.7397, 12.1990], [20.6570, 20.8381, 11.0971], [21.5278, 21.8463, 11.5504], [21.3257, 23.1862, 11.0855], [18.9400, 19.4499, 17.8442], [20.5931, 19.5802, 17.6845], [19.8063, 18.0592, 17.1698], [20.6431, 21.2947, 16.2779], [18.8673, 21.6264, 15.9475], [20.6044, 22.2888, 14.2043], [19.0320, 21.3618, 13.5919], [19.6756, 19.2859, 12.3476], [21.2950, 18.9365, 11.9844], [19.6387, 21.2196, 11.0742], [20.8999, 20.3437, 10.1075], [21.8845, 23.2580, 10.1584], [21.6701, 23.8752, 11.8112], [20.2648, 23.3407, 10.9224], [28.2544, 26.6625, 16.3943], [28.5897, 25.9221, 15.2306], [28.3458, 24.5926, 15.4928], [28.5787, 23.8924, 14.1605], [29.8402, 24.4677, 13.6017], [29.7544, 25.4361, 13.8050], [30.6638, 24.0915, 14.0912], [29.9701, 24.1979, 12.1813], [31.1932, 24.8453, 11.6324], [32.3468, 24.0046, 11.9708], [33.6173, 24.5878, 11.6183], [28.6371, 26.3569, 17.3613], [27.2482, 26.8224, 16.5343], [28.6292, 27.6828, 16.3985], [27.2914, 24.3853, 15.7527], [29.0552, 24.1861, 16.2182], [27.7484, 24.0002, 13.4570], [28.7573, 22.8328, 14.2547], [29.1226, 24.6103, 11.6780], [30.0429, 23.1066, 11.9720], [31.4344, 25.7771, 12.1990], [31.0895, 25.0705, 10.5842], [33.6361, 25.6009, 12.0023], [33.6554, 24.7635, 10.5192], [34.3865, 23.9942, 12.0338], [23.3313, 22.8496, 14.0453], [23.2712, 21.4479, 13.9506], [24.2089, 20.8628, 13.1265], [25.5610, 21.0075, 13.7122], [25.7788, 19.9238, 14.6861], [25.0062, 19.7199, 15.3271], [25.8230, 19.0620, 14.1065], [26.9937, 20.0700, 15.5569], [26.7698, 21.1096, 16.6856], [25.8791, 22.0981, 16.3010], [25.2525, 22.7275, 17.4678], [23.5382, 23.2787, 13.0507], [24.2278, 23.1620, 14.6011], [22.4582, 23.2839, 14.5280], [24.2308, 21.3533, 12.1314], [24.0613, 19.7782, 13.0116], [25.6567, 21.9588, 14.1899], [26.3655, 20.8972, 12.9303], [27.7647, 20.4916, 14.8748], [27.2310, 19.0657, 15.9376], [27.7183, 21.6084, 16.9475], [26.4306, 20.5407, 17.5373], [24.4428, 22.0170, 17.8460], [24.7382, 23.6443, 17.1849], [25.9271, 22.9149, 18.2961], [23.9240, 20.4539, 8.9622], [23.8708, 19.1549, 9.5812], [24.2547, 18.1706, 8.6684], [23.7492, 16.8031, 9.1335], [24.3578, 16.5103, 10.4735], [25.4013, 16.4989, 10.4824], [24.1820, 17.2954, 11.0836], [23.8948, 15.2463, 11.1345], [22.3610, 15.2592, 11.5160], [22.0777, 16.4722, 12.2295], [22.1526, 16.2618, 13.6747], [23.6110, 21.1532, 9.7846], [23.1635, 20.4830, 8.1263], [24.8649, 20.8268, 8.6679], [25.3665, 18.1414, 8.6063], [23.8227, 18.2600, 7.6906], [24.1399, 16.0407, 8.4603], [22.6649, 16.7302, 9.1562], [24.5812, 15.1102, 11.9850], [24.0507, 14.4942, 10.3937], [22.3408, 14.2945, 12.0158], [21.7088, 15.1600, 10.6121], [23.2372, 16.0408, 13.8719], [21.4477, 15.5170, 14.0264], [22.0775, 17.2558, 14.1387], [32.5737, 22.7658, 21.1260], [32.8224, 23.5296, 22.3701], [33.8042, 22.8506, 23.0797], [34.2595, 23.7663, 24.1799], [34.9061, 24.9659, 23.5718], [35.7977, 24.7694, 23.1409], [34.2794, 25.1683, 22.7864], [34.9127, 26.2147, 24.3540], [36.3475, 26.7991, 24.2954], [36.6736, 26.7818, 22.9330], [37.8846, 27.5074, 22.5502], [32.2718, 21.7245, 21.4251], [33.5344, 22.7056, 20.5683], [31.7664, 23.2094, 20.5893], [34.6390, 22.6505, 22.3931], [33.4492, 21.8941, 23.4235], [34.8938, 23.2506, 24.8903], [33.3944, 24.1908, 24.7263], [34.5139, 26.1365, 25.3576], [34.2123, 26.8519, 23.8318], [36.9147, 26.0729, 24.8753], [36.4291, 27.7839, 24.7304], [38.7523, 26.9161, 22.8378], [37.9233, 28.4865, 23.0433], [37.8343, 27.6427, 21.4704], [25.0960, 18.3948, 18.8979], [26.0326, 18.2153, 19.8571], [23.8889, 18.1186, 19.3938], [25.1447, 19.6839, 18.5939], [25.2421, 17.3908, 17.3234], [26.7009, 17.4129, 17.1855], [24.6203, 16.1361, 17.6328], [24.4918, 18.2655, 16.3923], [26.3996, 23.3844, 11.1761], [27.5410, 22.6808, 11.5295], [26.7462, 24.7201, 10.9208], [25.8256, 22.7629, 10.1507], [25.4975, 23.3889, 12.2732], [30.9455, 21.5100, 14.9373], [31.3492, 22.3756, 13.9349], [31.9501, 20.6234, 15.1756], [30.6892, 22.2886, 15.9914], [29.7820, 20.8642, 14.4515], [21.7137, 25.0288, 16.2919], [21.2214, 25.6461, 15.1669], [21.5518, 25.8387, 17.4145], [21.1077, 23.7702, 16.4110], [23.0724, 24.7885, 16.1320], [27.2168, 17.3060, 12.0964], [28.5289, 17.2268, 12.5922], [26.4446, 16.1335, 12.4256], [26.6825, 18.4659, 12.6790], [27.1041, 17.4506, 10.6958]], "forces_ev_per_angstrom": [[-0.4, 1.0, 0.4], [-0.1, 0.0, -0.8], [0.2, 0.1, 1.0], [2.4, -0.2, 0.1], [0.4, -1.5, -0.3], [0.0, 0.9, -0.6], [-0.5, 0.3, 0.3], [0.2, -0.2, 1.0], [-1.9, 0.5, -0.5], [-1.4, 1.2, -0.8], [0.6, -0.5, -0.5], [0.2, 0.1, -0.4], [-0.3, -0.3, -0.2], [0.4, -1.0, -0.2], [0.4, 0.0, 0.0], [-0.9, -0.3, 0.2], [-1.6, 0.5, 0.9], [-0.3, -0.1, -0.5], [0.3, 0.2, 0.1], [0.0, 0.3, -0.4], [0.1, -0.1, 0.4], [1.1, -0.3, 0.2], [-0.2, -0.3, 0.1], [0.6, -0.7, -0.3], [0.6, 0.9, 0.9], [1.4, -0.3, -1.0], [0.7, -0.5, -0.4], [-0.2, -0.1, -0.1], [0.1, -0.7, 0.9], [-1.4, 0.8, -1.4], [0.1, 0.1, 0.8], [0.9, -0.1, -0.1], [-0.4, -1.6, -0.2], [0.0, 0.5, 0.4], [-0.1, -0.3, -0.2], [2.1, 0.2, 0.0], [-0.5, 0.1, -0.4], [-0.5, 1.3, 0.2], [0.0, -0.2, 0.7], [-0.6, 0.5, 0.0], [-0.2, -1.2, 0.3], [-0.6, 1.0, 0.4], [0.8, -0.4, -0.4], [-0.2, 0.1, 0.6], [0.7, 0.6, 0.0], [-1.0, -0.1, 0.1], [0.3, 0.1, -0.6], [0.2, -0.2, 0.2], [-0.8, 0.0, 0.5], [-1.0, 0.5, -0.4], [-0.8, -0.5, -1.7], [-0.6, 1.4, -1.1], [0.9, -0.9, -0.3], [2.4, 1.8, 1.3], [-0.5, -0.5, -0.4], [0.7, 0.5, 0.9], [-0.2, 0.1, -0.3], [0.9, 1.0, 0.3], [-0.8, -1.2, -1.5], [-0.5, 0.7, 0.7], [0.5, -1.1, -0.2], [0.7, -0.4, -0.2], [0.9, 0.4, 0.5], [-0.8, -0.4, 1.7], [0.5, 0.0, -0.3], [-0.1, -0.5, 0.4], [-1.9, -1.2, -0.8], [-0.5, 0.5, 0.1], [-0.1, -0.4, 0.4], [-0.5, -0.7, -0.1], [-0.2, 0.2, 0.4], [0.0, 0.6, 0.1], [-0.5, 0.0, 0.0], [-0.1, 0.6, 0.1], [0.8, 0.1, -0.1], [-1.1, -1.0, 0.6], [0.7, 0.0, -0.3], [1.2, 0.4, 0.8], [1.3, -3.7, -0.1], [-0.5, -0.3, 1.0], [-0.2, 0.4, 0.1], [0.0, 0.5, -1.0], [0.6, -0.5, 1.5], [0.0, 0.9, -0.5], [-0.9, -0.5, -0.2], [-0.6, 0.9, -1.2], [0.1, 0.1, -0.3], [0.4, 0.2, -0.4], [-0.5, -0.1, -0.1], [-0.2, -0.2, 0.2], [-1.1, 1.1, -0.5], [-0.7, 0.7, -0.4], [0.3, 1.3, -0.2], [-0.4, 0.0, -0.4], [0.3, 0.6, -0.2], [0.4, -0.5, 0.2], [0.1, 0.2, 0.4], [0.3, -0.1, -0.4], [0.4, -0.3, 0.8], [0.3, -0.5, 0.6], [-0.3, -0.5, -1.1], [-0.4, 0.8, 1.6], [-1.2, 0.5, 0.0], [0.0, 0.1, -1.4], [-1.6, -1.0, 0.5], [0.8, -0.4, 0.2], [0.8, 0.7, -0.6], [-0.9, 1.6, 0.6], [-0.4, -0.7, 0.5], [0.4, -0.2, 0.3], [-0.4, -1.6, -1.0], [-0.8, 0.1, -0.5], [1.1, 0.2, -0.1], [0.1, 0.2, 0.1], [0.0, 0.2, -0.1], [1.3, -1.4, 0.1], [-1.2, -0.4, -0.3], [1.5, 0.2, 1.0], [-0.4, 0.0, -0.5], [1.2, -0.8, 0.0], [-0.2, 0.3, -0.4], [0.0, 0.8, 0.9], [0.0, 0.5, -0.3], [0.5, 0.5, 0.8], [-0.3, 0.2, -0.2], [1.9, 1.7, 0.3], [-0.2, 1.7, 1.5], [-0.5, -2.1, -1.1], [0.1, -0.5, 0.4], [-0.5, -1.4, 0.2], [0.2, 1.5, 0.0], [-0.2, -0.2, 0.0], [0.8, -0.7, -1.3], [2.5, 0.2, 1.8], [-0.5, 0.2, -0.8], [-2.4, 1.2, -1.2], [0.4, -1.2, -0.1], [-2.7, -0.3, -0.1], [0.5, 0.1, -1.0], [0.4, 0.2, 0.3], [-0.2, 0.1, 0.3], [0.4, 0.4, 0.0], [-0.1, -0.3, 0.2], [-0.8, 0.0, -0.2], [-0.4, 0.8, 0.5], [-0.6, 0.0, -0.7], [0.2, -0.1, -0.6], [0.3, 0.3, 0.6], [0.4, -0.7, 0.5], [0.8, -0.6, 0.1], [1.4, 1.5, -0.6], [-1.6, -0.8, 1.0], [1.2, 0.2, -1.7], [1.7, -0.2, -0.9], [0.0, -0.8, 0.6], [-0.3, 0.4, -0.1], [0.6, 0.4, 0.5], [0.7, 1.1, -1.2], [1.0, -1.0, -0.1], [-1.2, 1.4, 1.0], [-1.5, -1.5, -0.4], [-0.6, -0.2, 0.2], [-0.5, -0.1, 0.3], [0.0, -0.5, -0.1], [-0.3, -0.4, 0.4], [-0.8, 0.2, -0.1], [0.3, 0.2, 0.2], [-0.8, 0.2, 0.8], [-0.3, -0.8, 0.5], [0.2, 0.7, -0.1], [0.1, -0.5, -0.1], [0.0, 0.4, 0.2], [1.0, 0.8, -0.4], [0.2, -0.1, -0.4], [0.5, 0.0, -0.1], [-2.9, 0.6, 1.4], [0.1, 0.5, -0.6], [0.7, -1.3, 0.6], [1.3, 0.2, 0.1], [0.0, -0.3, 0.3], [-0.4, 0.0, -0.6], [-0.5, 0.5, 0.4], [-0.8, 0.9, 0.1], [1.9, 0.6, -1.2], [-0.6, -1.4, 0.5], [2.3, 1.1, -0.9], [0.0, -0.5, -0.9], [0.9, 0.1, 0.7], [1.4, -0.2, -0.5], [-0.5, 0.0, -0.2], [-0.2, 0.7, -0.7], [-0.1, 0.0, -0.1], [0.0, 0.1, 0.4], [-0.6, -0.1, -0.2], [0.2, -0.9, -0.3], [-0.9, 0.2, 0.9], [0.5, 0.4, 0.8], [-1.0, -0.5, 0.3], [0.0, 0.0, 0.1], [-0.7, -0.4, -0.1], [0.9, -0.8, 1.7], [-0.7, -0.4, -1.8], [0.6, 0.4, -0.3], [-0.8, 0.1, 0.9], [-1.3, -0.7, -0.4], [0.7, 0.0, 0.0], [0.2, -0.2, -0.2], [0.7, 1.9, 0.0], [-1.1, -1.0, -0.1], [0.6, 0.5, -0.5], [-0.6, -0.3, 0.5], [0.3, 0.9, -0.3], [-0.8, 0.1, 0.0], [-0.3, 0.5, -0.4], [0.3, -0.2, 0.2], [-0.1, -0.4, 0.5], [0.4, 0.2, 0.1], [0.3, -0.5, -0.2], [0.3, -0.6, 0.2], [0.0, 0.5, -0.1], [0.8, 0.1, 0.1], [-0.1, 0.3, 0.2], [0.1, 0.1, -0.1], [-0.1, -0.2, -0.1], [0.0, -0.1, 0.2], [-0.4, -0.3, -0.3], [-0.4, -0.6, -0.4], [-0.1, 0.1, 0.7], [-0.5, 0.3, 0.3], [0.3, 2.6, -0.1], [-0.8, -0.6, -0.3], [0.1, -0.5, 0.0], [0.8, -1.4, 0.8], [0.5, 0.8, 1.4], [0.9, -0.5, 0.5], [0.3, 0.2, -0.2], [-1.3, -0.8, -2.2], [0.1, 0.2, 0.3], [-0.8, -0.2, -1.0], [0.9, 0.5, -1.6], [0.9, -1.3, 0.3], [-0.8, 1.0, 2.4], [0.0, -0.3, 0.2], [0.5, 0.3, 0.2], [-0.5, 0.5, -0.8], [-0.5, -0.1, 0.4], [-0.8, -0.7, 0.4], [1.2, 0.0, 0.0], [0.7, -0.3, 0.2], [-0.5, -0.4, -0.6], [0.3, 0.7, 0.1], [-0.8, 0.0, 0.1], [0.2, -0.2, 0.1]], "lowdin_charge": [-0.057, -0.218, -0.220, -0.075, 0.050, 0.197, 0.155, -0.082, -0.206, -0.195, -0.091, 0.097, 0.100, 0.114, 0.136, 0.151, 0.115, 0.153, 0.138, 0.129, 0.142, 0.149, 0.092, 0.095, 0.121, -0.098, -0.183, -0.186, -0.058, 0.073, 0.160, 0.147, -0.095, -0.221, -0.179, -0.057, 0.102, 0.073, 0.111, 0.139, 0.133, 0.137, 0.137, 0.121, 0.134, 0.110, 0.141, 0.090, 0.112, 0.070, -0.026, -0.209, -0.214, -0.031, 0.058, 0.195, 0.161, -0.102, -0.164, -0.220, -0.078, 0.110, 0.083, 0.077, 0.146, 0.133, 0.102, 0.144, 0.133, 0.154, 0.129, 0.142, 0.093, 0.103, 0.070, -0.090, -0.163, -0.245, -0.061, 0.079, 0.167, 0.085, -0.083, -0.237, -0.176, -0.083, 0.100, 0.108, 0.098, 0.144, 0.110, 0.153, 0.118, 0.149, 0.135, 0.131, 0.117, 0.091, 0.090, 0.095, -0.044, -0.207, -0.207, -0.069, 0.050, 0.082, 0.156, -0.064, -0.174, -0.220, -0.035, 0.086, 0.073, 0.094, 0.114, 0.165, 0.125, 0.163, 0.132, 0.088, 0.114, 0.143, 0.091, 0.072, 0.093, -0.080, -0.156, -0.209, -0.061, 0.076, 0.144, 0.165, -0.126, -0.159, -0.229, -0.074, 0.096, 0.067, 0.095, 0.140, 0.130, 0.127, 0.112, 0.122, 0.138, 0.137, 0.130, 0.077, 0.102, 0.076, -0.049, -0.186, -0.198, -0.127, 0.041, 0.121, 0.139, -0.050, -0.205, -0.212, -0.035, 0.087, 0.091, 0.077, 0.133, 0.144, 0.096, 0.158, 0.116, 0.110, 0.136, 0.089, 0.108, 0.071, 0.085, -0.066, -0.188, -0.223, -0.070, 0.052, 0.149, 0.148, -0.079, -0.173, -0.218, -0.041, 0.083, 0.114, 0.071, 0.147, 0.124, 0.144, 0.134, 0.121, 0.125, 0.125, 0.135, 0.103, 0.097, 0.077, -0.028, -0.194, -0.257, -0.077, 0.053, 0.171, 0.169, -0.085, -0.193, -0.217, -0.026, 0.108, 0.101, 0.080, 0.133, 0.135, 0.146, 0.152, 0.140, 0.138, 0.132, 0.135, 0.094, 0.097, 0.095, -0.644, 0.122, 0.124, 0.103, 0.532, -0.319, -0.277, -0.314, -1.384, 0.126, 0.107, 0.203, 0.087, -1.401, 0.130, 0.176, 0.203, 0.097, -1.347, 0.131, 0.109, 0.095, 0.101, -1.183, 0.118, 0.069, 0.116, 0.104]}